# C8H7BrClN2

An isolated ion of composition C8H7BrClN2 and charge +1 (ωB97M-V with the def2-TZVPD basis set, OMol25).

## Properties
HOMO level, hartree: -0.516
Charge: +1
SMILES: Cc1ccc2[n+](c1)[C@](Cl)(Br)C=N2
Kohn-Sham gap, Eh: 0.302

Atoms and positions in Å:
1 C 2.44575 1.63811 -0.49746
2 C 1.28578 0.62483 -0.21073
3 C 1.65248 -0.37826 0.72611
4 C 0.69118 -1.36068 1.04420
5 C -0.58747 -1.20644 0.54874
6 N -0.88918 -0.11101 -0.24895
7 C -0.00585 0.74796 -0.70114
8 C -2.27158 -0.23662 -0.50757
9 Cl -2.90074 0.04457 -2.08491
10 Br -3.22716 1.13712 0.74672
11 C -2.64618 -1.54307 0.16187
12 N -1.61203 -2.07491 0.72111
13 H 2.52954 2.48852 0.19417
14 H 3.31343 0.89135 -0.43059
15 H 2.54045 2.02406 -1.43461
16 H 2.61652 -0.17217 1.27393
17 H 0.99735 -2.22402 1.70624
18 H -0.18529 1.66934 -1.25608
19 H -3.74701 -1.95866 0.24894


# C8H7BrI3N4O3Pd

C8H7BrI3N4O3Pd as an isolated structure (ωB97M-V with the def2-TZVPD basis set, OMol25).

## Properties
HOMO level, hartree: -0.449
Charge: +1
Kohn-Sham gap, Eh: 0.262

Atoms and positions in Å:
1 Pd 0.26281 -0.40115 -1.33481
2 O -2.25117 -3.22172 -2.36914
3 N -1.67034 -2.19148 -2.20386
4 O -2.13371 -1.05815 -2.38416
5 O -0.41629 -2.25248 -1.77080
6 Br -2.40482 -2.27770 4.43974
7 C -1.60639 -1.68785 2.85787
8 C -2.25950 -0.77080 2.04358
9 C -1.63931 -0.36548 0.88124
10 N -0.42528 -0.81360 0.52530
11 C 0.19287 -1.71277 1.30077
12 C -0.36092 -2.16861 2.47882
13 H -3.23949 -0.39283 2.29532
14 H -2.12631 0.31359 0.19137
15 H 1.15251 -2.07252 0.95639
16 H 0.16834 -2.89291 3.08011
17 I 3.88579 4.52704 -0.77035
18 C 2.38774 3.15277 -0.46602
19 C 1.46034 3.12370 0.55243
20 N 0.68410 2.04746 0.34986
21 N 1.05071 1.38055 -0.75656
22 C 2.09078 2.03950 -1.25763
23 H 1.30206 3.78298 1.38878
24 H -0.09875 1.73579 0.89937
25 H 2.58430 1.69956 -2.15488
26 I 0.52477 -0.19598 -3.96459
27 I 2.88516 0.67309 -4.80815


# C8H7Cl

One molecule with the formula C8H7Cl (ωB97M-V with the def2-TZVPD basis set, OMol25).

## Properties
Spin multiplicity: 3
HOMO level (spin up / spin down), hartree: -0.258 / -0.330
Charge: 0
Kohn-Sham gap (spin up / spin down), Eh: 0.286 / 0.299

Atoms and positions in Å:
1 C 1.23298 -0.04334 0.63292
2 C 0.81773 -1.33780 0.65615
3 C -0.78768 1.37547 0.39278
4 C -1.80784 0.55412 0.10254
5 C 0.71379 1.15613 0.03538
6 C -0.24638 -1.89105 0.01674
7 C 1.43612 2.10539 -0.59791
8 C -1.16950 -2.49040 -0.64382
9 Cl -3.43531 0.51288 -0.27062
10 H 2.27626 0.10735 1.17729
11 H 1.33643 -2.07682 1.39670
12 H -0.89189 2.34532 0.87294
13 H 0.96483 2.94403 -0.96886
14 H 2.50189 2.12567 -0.82661
15 H -2.13521 -2.41010 -0.35966
16 H -0.80619 -2.97686 -1.61598


# C8H7Cl2N2

An isolated ion of composition C8H7Cl2N2 and charge +1 (ωB97M-V with the def2-TZVPD basis set, OMol25).

## Properties
HOMO level, hartree: -0.474
Charge: +1
Kohn-Sham gap, Eh: 0.224

Atoms and positions in Å:
1 C 2.08603 1.03846 0.81673
2 C 2.67614 -0.09791 0.22938
3 C 0.68867 1.09204 0.75217
4 C 1.88935 -1.03812 -0.39824
5 C -0.16584 0.22534 -0.00055
6 C 0.48083 -0.85929 -0.64832
7 C -1.59137 0.36180 0.32652
8 C -0.24174 -1.67295 -1.58517
9 N -2.10497 -0.46858 1.11389
10 N -2.36413 1.48353 0.16982
11 Cl -1.92889 -1.36337 -1.88394
12 Cl 0.28777 -3.11656 -2.24452
13 H 2.68921 1.65576 1.49635
14 H 3.73971 -0.17510 0.24307
15 H 0.22714 1.87287 1.31246
16 H 2.29524 -1.95491 -0.81818
17 H -3.12249 -0.32683 1.38854
18 H -2.20701 2.17152 -0.59922
19 H -3.33365 1.17226 0.32922


# C8H7Cl2O4P

An isolated ion of composition C8H7Cl2O4P and charge -2 (ωB97M-V with the def2-TZVPD basis set, OMol25).

## Properties
HOMO level, hartree: 0.020
Charge: -2
Kohn-Sham gap, Eh: 0.170

Atoms and positions in Å:
1 C -2.34547 -1.51118 -0.90490
2 C -1.72557 -1.64086 0.36283
3 C -1.54936 -1.00490 -1.99913
4 C -0.55472 -1.00752 0.63978
5 C -0.46106 -0.28059 -1.69269
6 C 0.17542 -0.27633 -0.39789
7 C 0.24607 1.54516 1.75936
8 C 0.38678 1.29163 0.20399
9 O 1.60152 -0.69657 -0.41645
10 O 3.89833 0.18572 -1.06149
11 O 3.23025 -0.01190 1.43883
12 O 2.01358 1.67208 -0.17051
13 P 2.81186 0.29461 -0.01157
14 Cl -1.39002 1.73447 2.39530
15 Cl -0.56634 2.34609 -0.80839
16 H -3.25025 -1.99586 -0.96149
17 H -2.06718 -2.19434 1.27722
18 H -2.14206 -0.79319 -2.92910
19 H -0.06881 -1.02098 1.63254
20 H 0.19234 0.30728 -2.41412
21 H 0.75484 0.60767 1.96769
22 H 0.80983 2.44951 2.09019


# C8H7ClN2O3

C8H7ClN2O3 as an isolated structure (ωB97M-V with the def2-TZVPD basis set, OMol25).

## Properties
HOMO level, hartree: -0.360
Charge: 0
Kohn-Sham gap, Eh: 0.340

Atoms and positions in Å:
1 C -1.53833 -1.52236 -0.55045
2 C -0.73043 -1.76711 0.54383
3 C -1.23975 -0.41944 -1.27373
4 C 0.15948 -0.81916 1.04538
5 C -0.28607 0.49582 -0.84323
6 C 0.40553 0.37970 0.35498
7 C 4.63662 -0.34649 -0.32216
8 C 1.29547 1.44981 0.98903
9 N 2.73325 1.20006 0.95830
10 N 3.46005 1.69081 0.17934
11 O 3.66495 -0.83890 -0.74714
12 O 4.87988 0.73568 0.33551
13 O 3.63733 2.42143 -0.70223
14 Cl 6.18268 -1.19456 -0.52542
15 H -2.33565 -2.23974 -0.83128
16 H -1.04538 -2.64302 1.03296
17 H -1.84254 -0.22315 -2.18761
18 H 0.73229 -0.87092 2.00799
19 H -0.14167 1.42449 -1.41964
20 H 1.02501 2.44788 0.53504
21 H 1.09684 1.27570 2.11919


# C8H7FN2O2

One molecule with the formula C8H7FN2O2 (ωB97M-V with the def2-TZVPD basis set, OMol25).

## Properties
Spin multiplicity: 3
HOMO level (spin up / spin down), hartree: -0.238 / -0.389
Charge: 0
Kohn-Sham gap (spin up / spin down), Eh: 0.208 / 0.265

Atoms and positions in Å:
1 C 2.82314 1.02562 -0.35635
2 C 0.56818 -1.66621 -1.45454
3 C -0.67524 -1.38227 -1.04692
4 C 1.70609 -1.06652 -0.86153
5 C -0.87616 -0.62137 0.23268
6 C 1.69998 0.27019 -0.75147
7 C -1.02854 0.66076 0.44266
8 C -0.97518 1.20595 1.86714
9 N 3.69708 1.71001 -0.06083
10 N -1.55843 1.43959 -0.71658
11 O -1.97338 2.54700 -0.58082
12 O -1.42974 0.87298 -1.82427
13 F -0.48641 -1.48187 1.22071
14 H 0.69764 -2.49172 -2.21424
15 H -1.58618 -1.82870 -1.47526
16 H 2.52596 -1.72070 -0.47554
17 H 0.85043 0.70326 -1.20343
18 H -1.41730 2.14283 1.77431
19 H 0.00438 1.39075 1.92193
20 H -1.48608 0.52539 2.58767


# C8H7FO

One molecule with the formula C8H7FO (ωB97M-V with the def2-TZVPD basis set, OMol25).

## Properties
HOMO level, hartree: -0.316
Charge: 0
SMILES: F[C@H]1COc2ccccc21
Kohn-Sham gap, Eh: 0.348

Atoms and positions in Å:
1 F -1.70141 -2.27135 0.08655
2 C -0.98828 -1.38830 0.98674
3 C 0.37263 -1.92611 1.47713
4 O 1.37261 -1.24164 0.70599
5 C 0.83113 -0.30450 -0.01267
6 C 1.58676 0.58739 -0.70778
7 C 0.88115 1.59784 -1.43992
8 C -0.47198 1.68909 -1.28300
9 C -1.27597 0.80584 -0.50861
10 C -0.56184 -0.19906 0.13319
11 H -1.59105 -1.08162 1.71745
12 H 0.32632 -1.64108 2.59086
13 H 0.36674 -3.10374 1.31161
14 H 2.69562 0.51031 -0.82164
15 H 1.54031 2.29975 -1.99335
16 H -1.10896 2.25793 -1.97741
17 H -2.36620 0.99139 -0.38816